Entry 1:
{
  "formula": "C5H6N",
  "method": "ωB97M-V with the def2-TZVPD basis set",
  "elements": ["C", "C", "C", "C", "C", "N", "H", "H", "H", "H", "H", "H"],
  "positions_angstrom": [[-2.0847, 0.7808, 0.8604], [-0.7732, 0.2979, 0.6478], [-1.2694, 0.5566, 1.9521], [0.4324, -0.1856, 0.1531], [0.7387, -1.4351, -0.5773], [0.7343, -0.1048, -1.3158], [-2.9209, 1.2530, 0.4399], [-0.9358, 0.5289, 3.0272], [1.2832, -0.0378, 0.8882], [1.7936, -1.7680, -0.3584], [0.0542, -0.1703, -2.0788], [1.6187, 0.2403, -1.6930]],
  "mulliken_charge": [-0.31, 0.27, -0.19, 0.15, -0.57, -0.23, 0.39, 0.39, 0.32, 0.19, 0.32, 0.29],
  "e_above_lowest_kj_mol": 677.3,
  "e_tot_ha": -248.3577,
  "total_charge": 1,
  "spin_multiplicity": 1,
  "homo_ev": -11.8,
  "fmax_ha_per_bohr": 0.0807,
  "lumo_ev": -4.86
}

---

Entry 2:
{
  "formula": "CIN4",
  "method": "ωB97M-V with the def2-TZVPD basis set",
  "elements": ["C", "N", "N", "N", "N", "I"],
  "positions_angstrom": [[-0.6148, 0.0595, -0.0030], [1.4528, -0.6296, 0.0057], [0.3148, -1.2040, -0.0037], [0.1379, 1.1057, -0.0024], [1.4075, 0.6735, 0.0031], [-2.6982, -0.0052, 0.0003]],
  "mulliken_charge": [0.23, -0.24, -0.26, -0.28, -0.37, -0.08],
  "e_above_lowest_kj_mol": 64.0,
  "e_tot_ha": -554.8306,
  "total_charge": -1,
  "spin_multiplicity": 1,
  "homo_ev": -4.4,
  "fmax_ha_per_bohr": 0.0901,
  "lumo_ev": 3.00
}